Below is a single C4H6N2O molecule in a non-equilibrium geometry, with properties calculated with ωB97M-V with the def2-TZVPD basis set.

The geometry in XYZ format:
```
13
Properties=species:S:1:pos:R:3:forces:R:3
N -0.632396 0.565521 -1.470374 0.5787 1.4764 -1.1309
C 0.151978 -0.531027 -0.857413 -0.5882 -0.1897 0.5900
C 1.095007 0.099811 0.013964 -0.0664 -0.1000 0.2287
O 2.356768 0.442112 -0.222085 -0.3873 0.2210 -0.2604
N 0.560569 0.320935 1.210618 0.3213 -0.0412 -0.0559
C -0.736156 -0.285302 1.254420 0.2995 -0.8939 0.2263
C -0.899729 -0.924064 0.081320 0.1515 -0.8790 1.1931
H -1.131955 0.971760 -0.659052 0.0195 0.1975 -1.1255
H -1.324864 0.254044 -2.127584 -0.0716 -0.2052 -0.2824
H 2.585753 0.062135 -1.088018 -0.1540 0.2162 0.1604
H 1.026079 0.812939 1.955954 0.0193 -0.2307 0.1483
H -1.308672 -0.273504 2.163203 0.0029 0.0838 0.1157
H -1.742384 -1.515361 -0.254952 -0.1252 0.3447 0.1926
```
Forces are in eV/Å.

strongest force on any atom	1.95	eV/A
highest occupied orbital energy	-7.670	eV
net charge	0
gap between HOMO and LUMO	8.438	eV
lowest unoccupied orbital energy	0.77	eV
SMILES	Nc1cc[nH]c1O
2S+1	1